Computed, not measured: a 10-piece molecular cluster, C27H78N4O10 overall, with the ωB97M-V functional and the def2-TZVPD basis.

Calculated values
structure (SMILES) = COC[C@H](C)N.COC[C@H](C)N.COC[C@H](C)N.COC[C@H](C)N.CCO.CCO.CCO.CCO.CCO.CO
M = 618.94 Da
Kohn-Sham gap = 9.5 eV
ΔE to the lowest compared entry with this formula, charge and spin = 0.000 eV
DFT total energy = -2046.79895 hartree

Bonds (Å) are listed after each position.
Cartesian coordinates (Å):
1 C -0.609 3.765 -0.823  O2 1.413, H7 1.094, H8 1.094, H9 1.089
2 O -0.155 3.306 -2.080  C1 1.413, C3 1.425
3 C 0.287 4.377 -2.910  O2 1.425, C4 1.532, H10 1.094, H11 1.101
4 C 0.360 3.882 -4.358  C3 1.532, C5 1.529, N6 1.464, H12 1.093
5 C 1.216 4.789 -5.244  C4 1.529, H13 1.094, H14 1.088, H15 1.091
6 N -0.980 3.768 -4.937  C4 1.464, H16 1.017, H17 1.014
7 H -1.279 4.629 -0.879  C1 1.094
8 H 0.254 4.053 -0.214  C1 1.094
9 H -1.152 2.963 -0.326  C1 1.089
10 H -0.385 5.229 -2.776  C3 1.094
11 H 1.289 4.688 -2.576  C3 1.101
12 H 0.852 2.906 -4.348  C4 1.093
13 H 2.098 5.123 -4.692  C5 1.094
14 H 0.654 5.626 -5.653  C5 1.088
15 H 1.635 4.209 -6.067  C5 1.091
16 H -1.568 3.236 -4.302  N6 1.017
17 H -1.405 4.684 -5.026  N6 1.014
18 C 2.145 0.223 4.426  O19 1.402, H24 1.093, H25 1.100, H26 1.093
19 O 3.230 -0.349 3.747  C18 1.402, C20 1.403
20 C 3.332 -1.738 3.916  O19 1.403, C21 1.531, H27 1.100, H28 1.100
21 C 4.567 -2.235 3.160  C20 1.531, C22 1.505, N23 1.499, H29 1.095
22 C 4.422 -2.043 1.674  C21 1.505, H30 1.092, H31 1.091, H32 1.094
23 N 4.752 -3.690 3.469  C21 1.499, H33 1.020, H34 1.021
24 H 2.373 1.263 4.674  C18 1.093
25 H 2.001 -0.220 5.423  C18 1.100
26 H 1.174 0.197 3.925  C18 1.093
27 H 3.419 -1.979 4.986  C20 1.100
28 H 2.457 -2.304 3.564  C20 1.100
29 H 5.434 -1.742 3.612  C21 1.095
30 H 4.448 -1.010 1.319  C22 1.092
31 H 3.469 -2.439 1.322  C22 1.091
32 H 5.248 -2.504 1.124  C22 1.094
33 H 4.983 -3.743 4.461  N23 1.020
34 H 5.650 -3.913 3.037  N23 1.021
35 C -1.994 -4.103 -6.386  O36 1.410, H41 1.095, H42 1.095, H43 1.086
36 O -2.298 -4.501 -5.068  C35 1.410, C37 1.414
37 C -1.265 -4.190 -4.154  O36 1.414, C38 1.523, H44 1.101, H45 1.095
38 C -1.747 -4.577 -2.762  C37 1.523, C39 1.532, N40 1.478, H46 1.092
39 C -2.890 -3.656 -2.323  C38 1.532, H47 1.090, H48 1.090, H49 1.091
40 N -0.668 -4.502 -1.755  C38 1.478, H50 1.029, H51 1.018
41 H -1.150 -4.668 -6.795  C35 1.095
42 H -1.736 -3.039 -6.419  C35 1.095
43 H -2.875 -4.296 -6.992  C35 1.086
44 H -0.367 -4.782 -4.390  C37 1.101
45 H -1.009 -3.128 -4.232  C37 1.095
46 H -2.119 -5.602 -2.716  C38 1.092
47 H -3.713 -3.737 -3.033  C39 1.090
48 H -2.607 -2.609 -2.217  C39 1.090
49 H -3.273 -4.013 -1.365  C39 1.091
50 H -0.402 -3.509 -1.710  N40 1.029
51 H 0.181 -4.951 -2.093  N40 1.018
52 C -2.254 -0.991 3.874  O53 1.399, H58 1.096, H59 1.103, H60 1.090
53 O -1.227 -0.124 4.259  C52 1.399, C54 1.423
54 C -1.653 1.079 4.889  O53 1.423, C55 1.528, H61 1.099, H62 1.095
55 C -2.309 2.097 3.957  C54 1.528, C56 1.531, N57 1.447, H63 1.092
56 C -1.323 2.497 2.857  C55 1.531, H64 1.093, H65 1.092, H66 1.092
57 N -2.766 3.274 4.664  C55 1.447, H67 1.017, H68 1.015
58 H -2.906 -0.567 3.102  C52 1.096
59 H -2.911 -1.261 4.717  C52 1.103
60 H -1.872 -1.957 3.544  C52 1.090
61 H -2.288 0.818 5.747  C54 1.099
62 H -0.709 1.455 5.296  C54 1.095
63 H -3.152 1.648 3.426  C55 1.092
64 H -0.463 3.034 3.264  C56 1.093
65 H -1.807 3.121 2.103  C56 1.092
66 H -0.955 1.617 2.324  C56 1.092
67 H -1.990 3.760 5.107  N57 1.017
68 H -3.403 3.061 5.424  N57 1.015
69 C -2.328 0.658 -3.185  C70 1.527, H72 1.091, H73 1.090, H74 1.094
70 C -0.942 0.406 -3.771  C69 1.527, O71 1.428, H75 1.095, H76 1.092
71 O 0.096 0.522 -2.797  C70 1.428, H77 0.972
72 H -2.480 1.721 -2.992  C69 1.091
73 H -2.515 0.053 -2.298  C69 1.090
74 H -3.074 0.335 -3.918  C69 1.094
75 H -0.731 1.064 -4.622  C70 1.095
76 H -0.962 -0.614 -4.160  C70 1.092
77 H 0.072 1.461 -2.545  O71 0.972
78 C 0.911 -0.524 0.863  C79 1.520, H81 1.093, H82 1.086, H83 1.100
79 C -0.431 -0.834 0.218  C78 1.520, O80 1.423, H84 1.094, H85 1.092
80 O -0.190 -1.607 -0.952  C79 1.423, H86 0.973
81 H 1.484 0.081 0.156  C78 1.093
82 H 1.451 -1.361 1.295  C78 1.086
83 H 0.768 0.184 1.693  C78 1.100
84 H -0.917 0.116 -0.023  C79 1.094
85 H -1.047 -1.414 0.907  C79 1.092
86 H -0.210 -1.040 -1.743  O80 0.973
87 C 3.075 2.018 -2.482  C88 1.522, H90 1.093, H91 1.091, H92 1.093
88 C 4.395 2.177 -1.742  C87 1.522, O89 1.417, H93 1.096, H94 1.091
89 O 4.466 3.453 -1.130  C88 1.417, H95 0.957
90 H 3.062 2.753 -3.291  C87 1.093
91 H 2.244 2.134 -1.785  C87 1.091
92 H 2.862 1.054 -2.952  C87 1.093
93 H 5.257 2.068 -2.411  C88 1.096
94 H 4.536 1.401 -0.989  C88 1.091
95 H 4.785 4.132 -1.726  O89 0.957
96 C 2.672 2.867 1.896  C97 1.512, H99 1.093, H100 1.091, H101 1.091
97 C 2.043 4.236 2.025  C96 1.512, O98 1.436, H102 1.091, H103 1.092
98 O 2.224 4.723 3.364  C97 1.436, H104 0.958
99 H 2.831 2.550 0.862  C96 1.093
100 H 2.071 2.089 2.371  C96 1.091
101 H 3.665 2.819 2.347  C96 1.091
102 H 0.989 4.157 1.756  C97 1.091
103 H 2.560 4.931 1.359  C97 1.092
104 H 2.659 5.574 3.301  O98 0.958
105 C -4.728 -1.882 1.517  C106 1.527, H108 1.092, H109 1.093, H110 1.090
106 C -5.030 -3.377 1.587  C105 1.527, O107 1.432, H111 1.099, H112 1.090
107 O -3.996 -4.072 2.292  C106 1.432, H113 0.982
108 H -4.659 -1.496 2.536  C105 1.092
109 H -5.526 -1.318 1.028  C105 1.093
110 H -3.794 -1.751 0.970  C105 1.090
111 H -5.034 -3.786 0.567  C106 1.099
112 H -5.983 -3.600 2.066  C106 1.090
113 H -3.216 -3.992 1.702  O107 0.982
114 C -0.410 -4.148 1.622  O115 1.417, H116 1.090, H117 1.093, H118 1.097
115 O -1.614 -4.039 0.883  C114 1.417, H119 0.994
116 H -0.165 -5.160 1.945  C114 1.090
117 H 0.402 -3.620 1.116  C114 1.093
118 H -0.540 -3.584 2.554  C114 1.097
119 H -1.353 -4.223 -0.058  O115 0.994